1.
{"formula": "C23H43Cl3CoN3O4Si", "method": "ωB97M-V/def2-TZVPD", "e_above_lowest_kj_mol": 488.2, "charge": 0, "multiplicity": 5, "s2": 6.016, "species": ["C", "C", "H", "H", "H", "C", "C", "H", "H", "H", "H", "Co", "Cl", "Cl", "H", "H", "C", "C", "N", "H", "C", "O", "H", "H", "H", "H", "H", "H", "C", "C", "N", "H", "C", "O", "H", "H", "H", "H", "O", "C", "C", "C", "H", "C", "H", "C", "H", "C", "C", "H", "H", "H", "Si", "Cl", "C", "C", "C", "H", "H", "H", "H", "H", "H", "H", "H", "H", "C", "N", "C", "C", "O", "H", "H", "H", "H", "H", "H", "H"], "positions_angstrom": [[2.97660, -1.08800, -7.56654], [2.18050, -0.51651, -8.67656], [3.19008, -2.14231, -7.74322], [2.43102, -1.00597, -6.61265], [3.95209, -0.56044, -7.43423], [2.09196, -0.99270, -9.92941], [2.80726, -2.18091, -10.46246], [1.45290, -0.47032, -10.63132], [2.86136, -2.99122, -9.73247], [3.83908, -1.93364, -10.75562], [2.30939, -2.57924, -11.37045], [-0.06087, 0.00099, -0.26829], [1.49886, 1.66611, 1.03603], [1.38544, -0.30182, -1.80301], [-3.51836, 1.98250, 3.53910], [-1.56621, 1.73790, 5.45071], [-3.32096, 0.90749, 3.44481], [-1.42755, 0.72791, 5.06914], [-1.92577, 0.64945, 3.69600], [-3.57504, 0.56644, 2.44735], [-1.17373, 0.38366, 2.66114], [-1.74326, 0.38348, 1.54850], [-0.35701, 0.48218, 5.08051], [-0.12079, 0.20702, 3.02801], [-3.91640, 0.37747, 4.19358], [-1.96648, 0.00926, 5.68513], [0.62021, -4.46233, -1.81112], [-0.41742, -2.67037, -3.52769], [-0.36566, -4.49409, -1.31676], [-1.34679, -3.02691, -3.06236], [-1.12897, -3.30832, -1.66382], [-0.21971, -4.54046, -0.23320], [-1.41073, -2.39586, -0.72573], [-1.46272, -1.14558, -0.95079], [-2.11484, -2.24903, -3.15884], [-1.64712, -2.81242, 0.26957], [-0.90090, -5.38828, -1.65660], [-1.67152, -3.94679, -3.56858], [0.05085, 0.36733, -7.88908], [1.36061, 0.73041, -8.32506], [0.15494, 1.73944, -10.31722], [1.27930, 1.68738, -9.49502], [-0.69603, 1.09275, -10.09664], [0.13060, 2.61815, -11.40164], [1.88516, 1.24044, -7.50111], [2.38123, 2.51185, -9.76545], [-0.75209, 2.65308, -12.03361], [1.22212, 3.43857, -11.66686], [2.34653, 3.38094, -10.84476], [3.25784, 2.44363, -9.12315], [1.19826, 4.12296, -12.51324], [3.20479, 4.01854, -11.04171], [-0.77261, 1.07334, -6.61278], [0.77585, -2.09153, 1.14793], [-2.54986, 0.66176, -6.94335], [-0.49307, 2.92120, -6.61743], [-0.22535, 0.34904, -4.99680], [-2.82076, 0.83166, -7.99816], [-3.22464, 1.27432, -6.32250], [-2.76220, -0.39608, -6.71676], [-0.39077, -0.74180, -4.95419], [-0.79110, 0.79078, -4.15237], [0.84349, 0.52465, -4.78759], [-0.63677, 3.36347, -7.61769], [0.51863, 3.19673, -6.27292], [-1.21032, 3.41652, -5.93641], [1.96896, 1.21618, 4.37573], [1.76021, -0.17007, 3.79486], [1.30477, -1.23548, 4.77604], [1.80766, -0.31217, 2.49807], [0.67837, -0.10104, 1.47524], [1.87929, 1.20839, 5.45253], [1.19872, 1.86156, 3.95941], [2.95334, 1.57176, 4.07982], [0.31159, -1.57197, 4.48740], [1.99894, -2.07696, 4.78132], [1.25348, -0.83996, 5.77950], [2.70492, -0.53522, 1.96630]]}

2.
{"formula": "C23H43FN6O8P2S2", "method": "ωB97M-V/def2-TZVPD", "charge": 0, "multiplicity": 1, "energy_ev": -92833.09567, "species": ["C", "C", "O", "N", "C", "C", "O", "C", "S", "O", "C", "F", "C", "N", "S", "P", "O", "O", "O", "P", "O", "O", "H", "H", "H", "H", "H", "H", "H", "H", "H", "H", "H", "H", "H", "H", "H", "C", "C", "C", "C", "N", "H", "H", "H", "H", "H", "H", "H", "C", "C", "C", "C", "N", "H", "H", "H", "H", "H", "H", "H", "C", "C", "C", "C", "N", "H", "H", "H", "H", "H", "H", "H", "C", "C", "C", "C", "N", "H", "H", "H", "H", "H", "H", "H"], "positions_angstrom": [[-2.67932, -3.35331, -0.73172], [-1.25641, -3.65269, -1.43237], [-0.72021, -4.73837, -1.10826], [-0.71374, -2.70636, -2.40862], [-0.98796, -1.29613, -2.06123], [-1.30089, -0.31973, -3.30605], [-0.95816, -0.79816, -0.92437], [0.75140, -2.84635, -2.61304], [1.03977, -4.26284, -3.77966], [1.52284, -2.88201, -1.39705], [2.84529, -2.39358, -1.57565], [3.70055, -3.24878, -2.33556], [3.47961, -2.23129, -0.09000], [2.47017, -1.45728, 0.69393], [1.58393, -2.44242, 1.83431], [3.16383, -0.10025, 1.57174], [2.06281, 0.99138, 1.62305], [4.50550, 0.61326, 0.82797], [3.44556, -0.51341, 3.20825], [3.91035, -3.94465, 0.66852], [4.58388, -3.71235, 2.24529], [5.25434, -4.55429, -0.23219], [-2.56698, -3.13851, 0.38544], [-3.25688, -4.34725, -0.79112], [-3.29284, -2.57578, -1.28664], [-0.29004, -0.06712, -3.79334], [-1.78137, 0.65480, -2.99143], [-1.89334, -0.87213, -4.11768], [1.08787, -1.89867, -3.17959], [1.53794, -5.34331, -3.06376], [2.89181, -1.36283, -2.08754], [4.47622, -1.70323, -0.24486], [0.65602, -1.53696, 2.37697], [4.17995, 1.04455, 0.00950], [2.90534, 0.12516, 3.73786], [3.92968, -4.10885, 2.86891], [5.10327, -5.49635, -0.44442], [1.32304, 4.54461, -3.36381], [-0.05667, 4.46994, -2.71874], [-0.76828, 3.14185, -2.98718], [-0.96211, 2.95841, -4.46769], [-1.11198, 2.82087, -5.62464], [1.26274, 4.47948, -4.45307], [1.80415, 5.49507, -3.12216], [1.96760, 3.73626, -3.00553], [-0.66702, 5.29905, -3.08989], [0.04788, 4.60598, -1.63857], [-1.74381, 3.13143, -2.49438], [-0.18230, 2.30606, -2.59591], [-1.21110, 3.10764, 2.05259], [-2.42065, 2.22664, 2.34842], [-2.49776, 1.79316, 3.81470], [-1.27800, 1.00080, 4.17546], [-0.32334, 0.37937, 4.45745], [-0.27205, 2.57735, 2.23250], [-1.21332, 3.41560, 1.00429], [-1.22188, 4.00961, 2.67235], [-2.38245, 1.34391, 1.70242], [-3.33189, 2.77434, 2.09092], [-3.38483, 1.17661, 3.97885], [-2.56478, 2.66483, 4.47100], [4.81552, 1.50391, 7.26471], [3.40568, 1.08875, 7.67201], [2.33751, 2.08961, 7.22506], [2.59855, 3.42777, 7.85022], [2.80441, 4.47502, 8.34029], [5.10868, 2.44709, 7.73234], [5.53935, 0.74802, 7.57804], [4.89239, 1.61914, 6.17931], [3.37096, 0.97079, 8.75951], [3.18269, 0.11096, 7.23518], [1.34693, 1.74170, 7.52740], [2.34200, 2.19583, 6.13699], [-7.22300, -1.33435, -5.19250], [-5.89039, -0.91248, -5.80237], [-4.69173, -1.61006, -5.15490], [-4.63159, -1.27297, -3.69469], [-4.58422, -1.00776, -2.55090], [-7.28560, -1.06511, -4.13519], [-8.04927, -0.83497, -5.70350], [-7.37084, -2.41468, -5.28206], [-5.78387, 0.17242, -5.70633], [-5.90032, -1.14100, -6.87178], [-3.76421, -1.28591, -5.63364], [-4.77063, -2.69449, -5.26816]]}

3.
{"formula": "C23H43Ge2MoN5OS2", "method": "ωB97M-V/def2-TZVPD", "e_above_lowest_kj_mol": 0.0, "charge": -2, "multiplicity": 3, "s2": 2.033, "species": ["Mo", "N", "C", "O", "C", "C", "H", "H", "H", "H", "H", "H", "S", "C", "C", "C", "C", "C", "C", "S", "H", "H", "H", "H", "C", "Ge", "C", "C", "C", "H", "H", "H", "H", "H", "H", "H", "H", "H", "H", "C", "N", "C", "N", "C", "N", "C", "N", "C", "C", "H", "H", "H", "H", "H", "H", "H", "H", "H", "H", "H", "H", "C", "Ge", "C", "C", "C", "H", "H", "H", "H", "H", "H", "H", "H", "H", "H", "H"], "positions_angstrom": [[-0.57838, 0.54651, -0.03887], [-0.31361, 4.53017, 1.16189], [-0.41459, 3.17253, 1.21896], [-0.13976, 2.52391, 0.23523], [-0.94530, 2.48817, 2.42348], [-1.18171, 0.99302, 2.08609], [-0.14229, 4.81832, 0.20691], [-1.13834, 4.97883, 1.52311], [-1.85982, 3.00346, 2.73329], [-0.22473, 2.63209, 3.23400], [-2.23200, 0.74616, 2.22120], [-0.63484, 0.37280, 2.79893], [0.46772, 1.32005, -2.27116], [0.39806, 0.37487, -3.78233], [1.21068, 0.86677, -4.82337], [1.28506, 0.27364, -6.08035], [0.52652, -0.86770, -6.32087], [-0.28395, -1.37203, -5.31267], [-0.39701, -0.79246, -4.02459], [-1.47687, -1.53026, -2.85375], [1.79669, 1.75858, -4.61730], [1.92159, 0.69708, -6.85164], [0.56627, -1.36296, -7.28690], [-0.88159, -2.25632, -5.49858], [0.99412, -3.31764, 2.55736], [-0.45389, -2.99709, 1.27073], [-2.03198, -3.44885, 2.35275], [-0.27004, -4.39263, -0.07241], [-0.42705, -1.27347, 0.52588], [0.81266, -4.27590, 3.05563], [1.01828, -2.53135, 3.32235], [1.97609, -3.35480, 2.07441], [-1.93076, -4.44910, 2.79188], [-2.94404, -3.41245, 1.74757], [-2.13166, -2.71516, 3.16078], [-0.37106, -5.38844, 0.37198], [0.71065, -4.30651, -0.55009], [-1.02490, -4.25357, -0.85280], [-1.11553, -1.23062, -0.37337], [3.33970, 1.10046, -0.53875], [2.44247, 0.60456, 0.50811], [2.58916, 1.44478, 1.69160], [3.97459, 1.44605, 2.20986], [4.85421, 1.90948, 1.12575], [4.75511, 1.08763, -0.08375], [5.09452, -0.29338, 0.28470], [4.22366, -0.83067, 1.33915], [2.82400, -0.76158, 0.85371], [4.33450, 0.04940, 2.50806], [3.05062, 2.11373, -0.81160], [3.23197, 0.47648, -1.42248], [1.92176, 1.06922, 2.47287], [2.30851, 2.46841, 1.44175], [5.88659, 1.88563, 1.48398], [4.59252, 2.93949, 0.87567], [6.12901, -0.32055, 0.63513], [5.00453, -0.92408, -0.59995], [2.15248, -1.12865, 1.62530], [2.70743, -1.39169, -0.02780], [5.36398, 0.02474, 2.87402], [3.67235, -0.32435, 3.29130], [-5.63826, 1.60043, -1.20159], [-4.21363, 0.68526, -0.19092], [-4.73266, 1.00377, 1.68561], [-4.51783, -1.21569, -0.51250], [-2.51720, 1.34052, -0.74277], [-6.63547, 1.24897, -0.89917], [-5.50549, 1.40006, -2.27107], [-5.58829, 2.68584, -1.04851], [-5.81436, 0.85902, 1.79455], [-4.48224, 2.02440, 2.00464], [-4.21681, 0.30253, 2.35143], [-5.58758, -1.44830, -0.46475], [-3.98599, -1.82013, 0.23209], [-4.12758, -1.48067, -1.50214], [-2.53030, 2.43742, -0.61482], [-2.49865, 1.16384, -1.82003]]}